{"formula": "C8H11NO3S", "method": "ωB97M-V with the def2-TZVPD basis set", "elements": ["C", "C", "C", "C", "C", "C", "C", "C", "N", "O", "O", "O", "S", "H", "H", "H", "H", "H", "H", "H", "H", "H", "H", "H"], "coordinates": [[-0.3624, -2.5832, -0.1269], [-0.0484, -1.9706, 1.1371], [0.1149, -2.1416, -1.3186], [0.3890, -0.7370, 1.1887], [-1.3246, 1.2763, 0.5329], [-0.4691, 0.8960, -0.4102], [0.9754, -0.8885, -1.2521], [-2.3673, 2.3058, 0.2414], [0.5764, -0.0234, -0.1462], [3.0418, -0.0995, 0.6605], [1.6752, 1.8128, 1.2478], [2.5463, 1.5820, -1.0587], [2.1818, 0.9471, 0.1873], [-0.7802, -3.5341, -0.2075], [-0.3571, -2.5185, 2.0607], [-0.1283, -2.6502, -2.2443], [0.8490, -0.1107, 1.9828], [-1.2049, 0.9046, 1.6007], [-0.4970, 1.3551, -1.3855], [1.9488, -1.2356, -0.9412], [1.0695, -0.2824, -2.2239], [-2.6355, 2.1650, -0.7825], [-1.9645, 3.3500, 0.3793], [-3.2286, 2.1804, 0.8783]], "forces_ev_per_angstrom": [[1.2175, 0.3559, -2.4834], [-1.2356, -0.8110, 1.2400], [-0.5559, 1.0030, 1.6652], [1.5105, 1.3460, -0.6428], [0.6091, -0.1710, 1.2545], [-1.4555, 0.4734, 0.6108], [-0.4541, -0.7639, -1.8819], [0.8934, 0.7581, 0.4982], [1.0512, -0.0533, 0.9672], [-0.0851, -0.5075, -0.3836], [0.2460, -0.5442, -1.1006], [-0.8965, -0.7316, 0.3619], [1.1418, 2.6301, 1.6963], [-1.1777, -1.3343, 0.5373], [0.8049, 0.5502, -0.7743], [0.2773, 0.0919, 0.0731], [-1.0015, -0.8033, -0.3382], [-0.2985, 0.4448, -1.6167], [0.2334, -0.2366, -0.2788], [0.6465, -0.1205, -0.3554], [-0.2589, -0.8677, 1.6316], [-0.5107, 0.2854, -0.7226], [-0.3895, -1.0212, -0.0628], [-0.3123, 0.0273, 0.1048]], "homo_energy_ev": -9.63, "de_lowest_kcal_mol": 81.7, "e_tot_ev": -26939.2635, "gap_ev": 9.6, "smiles": "C/C=C/[N@@+]1(S(=O)(=O)[O-])C=CC=CC1"}

{"formula": "C5H9NO2", "method": "ωB97M-V with the def2-TZVPD basis set", "elements": ["C", "C", "C", "O", "C", "N", "C", "O", "H", "H", "H", "H", "H", "H", "H", "H", "H"], "coordinates": [[0.5340, -0.1004, 1.1228], [0.1365, 1.2879, 0.7253], [-1.3073, 1.3321, 0.2769], [-1.9407, 2.2605, 0.6987], [0.2861, -1.3022, 0.0944], [0.6993, -1.2308, -1.2430], [1.2781, -0.0684, -1.8468], [-0.1188, -2.3495, 0.5281], [0.0234, -0.4895, 2.0114], [1.6028, -0.1591, 1.4449], [0.1929, 1.8937, 1.6165], [0.8123, 1.6736, -0.0329], [-1.6352, 0.5200, -0.4488], [0.3518, -2.0037, -1.9403], [2.2189, 0.2501, -1.2794], [1.5376, -0.2556, -2.8437], [0.7566, 0.9064, -1.9158]], "forces_ev_per_angstrom": [[0.9821, -2.2878, -0.5339], [-0.0852, -0.7872, 0.1413], [1.3278, 0.6783, 0.0600], [-1.4081, -0.4242, -0.6297], [1.2590, 0.3603, -0.3137], [-1.7023, -0.9380, -0.9185], [1.6184, 1.9121, 1.6370], [-0.6528, -0.3758, 0.2445], [-0.2752, 0.3579, -0.2401], [-0.5415, 0.1141, -0.5926], [0.0648, 0.5101, 0.0500], [-0.1370, 0.2233, -0.0280], [-0.2818, 0.7569, 0.6187], [0.8624, 1.9782, 2.4094], [-0.8810, -0.6790, -0.8152], [0.6235, -0.6281, -1.3516], [-0.7731, -0.7711, 0.2622]], "homo_energy_ev": -9.81, "de_lowest_kcal_mol": 35.4, "e_tot_ev": -10915.0400, "gap_ev": 10.5, "smiles": "CNC(=O)CCC=O"}

{"formula": "C3H13O3S", "method": "ωB97M-V with the def2-TZVPD basis set", "elements": ["C", "C", "C", "S", "H", "H", "H", "H", "H", "H", "H", "H", "H", "O", "H", "H", "O", "H", "H", "O"], "coordinates": [[-0.4982, 2.9707, -0.5659], [-0.4134, 1.4512, -0.9361], [1.0331, 1.0088, -1.2860], [1.2362, -0.7796, -0.9377], [-1.5279, 3.2905, -0.6665], [-0.0777, 3.0978, 0.4422], [0.1557, 3.6259, -1.1472], [-1.0829, 1.2495, -1.7587], [-0.6973, 1.0479, 0.0511], [1.2600, 1.2290, -2.3297], [1.6303, 1.6821, -0.6466], [0.8537, -3.3279, 4.8778], [0.6542, -2.9001, 6.2598], [0.2399, -3.4574, 5.6109], [-0.2826, -0.7767, -2.4790], [-0.6852, -1.4386, -3.8246], [-0.9100, -0.7213, -3.2487], [0.3854, -2.2345, 0.6064], [-1.0006, -2.1981, 0.9463], [-0.2728, -2.8192, 1.0322]], "forces_ev_per_angstrom": [[0.9635, -0.4527, -0.3345], [0.8566, 1.6096, 0.7535], [-1.0196, 0.2071, 1.1548], [0.4650, 0.3045, -0.3057], [-0.1604, 0.3903, 0.3555], [-0.5972, 0.0184, 0.0378], [-0.2079, -0.0738, -0.5520], [-0.4101, -0.4469, 0.1161], [-0.1654, -0.8666, -0.9193], [-0.0286, 0.0360, -0.0139], [0.4633, -0.5530, -0.2190], [-0.3322, -0.2562, -0.4132], [-0.0024, 0.3559, 0.7819], [0.2976, -0.0982, -0.3987], [-0.0094, -0.3381, -0.2159], [0.3420, -0.5794, -0.2608], [-0.4045, 0.7552, 0.3562], [0.3748, -0.1735, -0.1035], [-0.4950, -0.1745, 0.1128], [0.0701, 0.3357, 0.0679]], "homo_energy_ev": -3.23, "de_lowest_kcal_mol": 21.7, "e_tot_ev": -20300.7710, "gap_ev": 6.3, "charge": -1}

Q: Number 1 is which compound?
A: C8H11NO3S